Record 1
The following is a quantum chemistry calculation of 4 unconnected molecules or ions with the total composition C2H11NO3 in a non-equilibrium geometry, from OMol25.

```
17
Properties=species:S:1:pos:R:3
C -1.78166 0.43086 1.10215
C -1.95808 -0.31387 -0.07406
N -1.41041 -0.12981 -1.29663
H -1.31761 1.41738 1.18985
H -2.12507 -0.11311 2.04629
H -2.81245 -0.99887 -0.08372
H -0.95556 0.80729 -1.37562
H -1.86218 -0.47020 -2.17688
O 0.80248 -1.69514 0.43793
H 0.11467 -1.44835 -0.07599
H 0.42097 -2.24489 1.16585
O 3.16916 0.26414 0.90265
H 2.63863 0.98442 1.09747
H 2.48052 -0.40187 0.59203
O 1.30602 1.58065 -1.37931
H 2.22065 1.15823 -1.50530
H 1.06994 1.17312 -0.56670
```

Output
Relative energy (zero: lowest compared OMol25 entry of this formula, charge and spin): 1.567 eV
E_LUMO: 0.633 eV
Kohn-Sham gap: 9.1 eV
Electronic energy: -363.2168 Ha

natural (NBO) population analysis, charges in e, atoms 1 to 6: C -0.57; C -0.01; N -0.83; H 0.20; H 0.21; H 0.20

---

Record 2
The following is a quantum chemistry calculation of 4 unconnected molecules or ions with the total composition C2H11NO3 in a non-equilibrium geometry, from OMol25.

```
17
Properties=species:S:1:pos:R:3
C -1.34219 1.82417 0.03199
C -1.36545 0.98589 1.04621
N -0.32928 0.11079 1.39475
H -0.63721 1.88592 -0.79184
H -2.13506 2.52971 -0.19914
H -2.21364 0.95703 1.72075
H 0.31054 -0.02408 0.62820
H -0.59602 -0.68032 1.95978
O 2.35689 0.98602 0.47642
H 2.44625 1.50214 1.27209
H 2.44328 0.08990 0.77808
O -0.91279 -1.27671 -2.16720
H -1.83508 -1.46256 -1.99100
H -0.85079 -0.35834 -1.91922
O 1.01010 -1.99445 -0.29141
H 0.39399 -2.19989 -1.03319
H 1.34313 -1.25952 -0.82522
```

Output
Relative energy (zero: lowest compared OMol25 entry of this formula, charge and spin): 1.056 eV
E_LUMO: 0.665 eV
Kohn-Sham gap: 8.9 eV
Electronic energy: -363.2356 Ha

natural (NBO) population analysis, charges in e, atoms 1 to 6: C -0.57; C 0.02; N -0.82; H 0.19; H 0.20; H 0.19

---

Record 3
The following is a quantum chemistry calculation of 4 unconnected molecules or ions with the total composition C2H11NO4 in a non-equilibrium geometry, from OMol25.

```
18
Properties=species:S:1:pos:R:3
C -0.00527 0.18426 2.11742
C 0.14727 0.75150 0.72971
N 1.24219 0.34201 0.05246
O -0.70591 1.48661 0.22952
H -0.03528 -0.90684 2.06222
H 0.85005 0.45470 2.73295
H -0.94456 0.51698 2.54894
H 1.60742 -0.58518 0.20053
H 1.38929 0.75689 -0.85289
O 0.60920 -2.55777 0.13348
H -0.18926 -2.10400 -0.24656
H 0.46337 -3.49211 -0.01658
O 0.40028 2.18535 -2.11657
H -0.15104 2.12473 -1.32205
H 0.01068 2.89163 -2.63584
O -1.54850 -1.03295 -1.03324
H -1.35860 -0.16923 -0.63612
H -1.78133 -0.84659 -1.94736
```

Output
Relative energy (zero: lowest compared OMol25 entry of this formula, charge and spin): 0.000 eV
E_LUMO: 0.725 eV
Kohn-Sham gap: 11.1 eV
Electronic energy: -438.5575 Ha

natural (NBO) population analysis, charges in e, atoms 1 to 6: C -0.72; C 0.69; N -0.82; O -0.69; H 0.25; H 0.24

---

Record 4
The following is a quantum chemistry calculation of 4 unconnected molecules or ions with the total composition C2H11NO4 in a non-equilibrium geometry, from OMol25.

```
18
Properties=species:S:1:pos:R:3
C -1.04205 0.43705 1.97481
C -0.71170 -0.50603 0.85511
N 0.47379 -1.13716 0.94389
O -1.50061 -0.71559 -0.05432
H -1.94972 0.96949 1.74161
H -0.31981 1.25715 1.93075
H -1.10151 0.01994 2.97024
H 1.11564 -0.96604 1.69363
H 0.79535 -1.56245 0.07191
O 2.59078 2.49444 1.04175
H 1.80089 3.02696 0.89940
H 3.34420 3.04157 0.80575
O 0.47553 -2.03388 -1.81325
H -0.48250 -1.90198 -1.75083
H 0.75122 -1.14353 -2.07837
O -0.80046 0.77879 -2.32011
H -1.51428 0.51768 -1.72061
H -1.23487 1.28951 -3.01974
```

Output
Relative energy (zero: lowest compared OMol25 entry of this formula, charge and spin): 0.384 eV
E_LUMO: 0.548 eV
Kohn-Sham gap: 10.5 eV
Electronic energy: -438.5434 Ha

natural (NBO) population analysis, charges in e, atoms 1 to 6: C -0.72; C 0.69; N -0.82; O -0.68; H 0.23; H 0.23

---

Record 5
The following is a quantum chemistry calculation of 4 unconnected molecules or ions with the total composition C2H11NO4 in a non-equilibrium geometry, from OMol25.

```
18
Properties=species:S:1:pos:R:3
O 1.18131 -1.75543 0.44132
C 0.52856 -1.42438 -0.50560
C -0.95229 -1.66160 -0.71194
N -1.33554 -0.37840 -1.33364
H 1.13615 -1.02630 -1.35488
H -1.36340 -1.90911 0.26993
H -1.14777 -2.45290 -1.43563
H -1.30650 0.34452 -0.62986
H -2.30676 -0.47300 -1.62619
H 0.85060 -0.44810 3.48043
H 0.71922 -0.40337 2.03684
O 0.35707 0.01919 2.79686
H 0.55647 1.63232 -1.05850
H 0.59827 1.38454 -2.54900
O 1.16110 1.67597 -1.80623
H 1.14533 2.29701 1.63377
H -0.28938 2.07302 1.38714
O 0.46756 2.50604 0.96517
```

Output
Relative energy (zero: lowest compared OMol25 entry of this formula, charge and spin): 2.738 eV
Multiplicity: 2
E_LUMO (alpha / beta): -6.152 / -10.162 eV
Kohn-Sham gap (alpha / beta): 9.0 / 4.9 eV
Electronic energy: -438.1154 Ha
Total charge: +1

natural (NBO) population analysis, charges in e, atoms 1 to 6: O -0.13; C 0.45; C -0.30; N -0.77; H 0.32; H 0.26

---

Record 6
The following is a quantum chemistry calculation of 4 unconnected molecules or ions with the total composition C2H11NO4 in a non-equilibrium geometry, from OMol25.

```
18
Properties=species:S:1:pos:R:3
O -0.30912 -0.57351 0.66176
C -1.20785 -0.43510 -0.08279
C -1.49518 0.93134 -0.83128
N -1.34458 1.95831 0.12096
H -2.07562 -1.12352 0.02081
H -2.49632 0.95037 -1.25118
H -0.74961 0.83444 -1.63386
H -0.42600 2.39368 0.01714
H -1.99799 2.73817 0.24670
H 2.66704 0.42809 -0.94802
H 1.41149 -0.32361 -0.46334
O 2.29623 -0.47310 -0.85788
H 0.64954 1.40979 2.94537
H 1.77736 1.54625 1.81563
O 1.38820 0.95649 2.47851
H 1.03112 -4.34800 -0.98698
H 0.63960 -3.00031 -0.59539
O 0.24169 -3.86978 -0.65616
```

Output
Relative energy (zero: lowest compared OMol25 entry of this formula, charge and spin): 2.710 eV
Multiplicity: 2
E_LUMO (alpha / beta): -5.385 / -9.302 eV
Kohn-Sham gap (alpha / beta): 8.9 / 5.0 eV
Electronic energy: -438.1164 Ha
Total charge: +1

natural (NBO) population analysis, charges in e, atoms 1 to 6: O -0.26; C 0.45; C -0.31; N -0.56; H 0.26; H 0.27

---

Record 7
The following is a quantum chemistry calculation of 5 unconnected molecules or ions with the total composition C2H11O6 in a non-equilibrium geometry, from OMol25.

```
19
Properties=species:S:1:pos:R:3
O -0.02836 0.15494 1.47375
C 0.97559 0.60619 0.79058
O 2.13194 0.22246 0.87344
C 0.52558 1.66552 -0.28808
H 0.98904 1.40914 -1.24226
H -0.53804 1.81023 -0.35673
H 0.88728 2.67053 0.02165
H -1.19418 1.15779 1.71806
H -1.56041 2.41432 1.11579
O -1.91212 1.87506 1.83626
H 0.66339 -1.13532 -2.31310
H 1.79964 -0.76110 -1.26894
O 1.59989 -0.82564 -2.21606
H -1.09871 -1.19764 -1.80218
H -0.90853 -2.48313 -1.27313
O -0.77891 -2.04826 -2.14145
H -1.53697 -1.81618 1.06622
H -0.83770 -0.77990 0.33393
O -1.71502 -1.28571 0.27916
```

Output
Relative energy (zero: lowest compared OMol25 entry of this formula, charge and spin): 0.924 eV
E_LUMO: 3.679 eV
Kohn-Sham gap: 9.5 eV
Electronic energy: -534.3246 Ha
Total charge: -1

natural (NBO) population analysis, charges in e, atoms 1 to 6: O -0.83; C 0.79; O -0.71; C -0.77; H 0.24; H 0.19

---

Record 8
The following is a quantum chemistry calculation of a molecular structure, C2H12AlB2ClN2O3PSr in a non-equilibrium geometry, from OMol25.

```
25
Properties=species:S:1:pos:R:3
C 2.36127 -1.07736 0.87168
N 1.46717 0.00351 0.39162
C 2.31019 1.10594 -0.15096
B 0.41250 -0.38679 -0.63394
O 0.69904 -1.47251 -1.63067
Al -1.49854 0.49470 -0.79797
B -2.97449 -0.77918 0.04979
N -2.70993 -2.09904 0.64402
O -4.26231 -0.39724 0.00135
P -1.48987 2.55783 0.33430
O -0.12883 3.32632 -0.26113
Cl -0.80978 1.96531 2.24067
H 2.00468 -2.10244 0.60267
H 3.42125 -0.93980 0.52465
H 2.43059 -1.06450 1.93399
H 3.09671 1.29222 0.54971
H 1.72367 1.99306 -0.27313
H 2.77638 0.83064 -1.12295
H 0.67994 -2.35121 -1.21733
H -1.73569 0.78320 -2.36726
H -3.44936 -2.73689 0.37767
H -2.75530 -2.06393 1.65278
H -4.36035 0.42746 -0.49429
H -0.17605 4.23623 0.06450
Sr 2.96711 -1.54553 -1.28976
```

Output
E_LUMO: -5.808 eV
Kohn-Sham gap: 3.5 eV
Electronic energy: -1542.7852 Ha
Total charge: +1

Mulliken population analysis, charges in e, atoms 1 to 6: C -1.29; N -0.58; C -0.47; B 0.63; O -0.96; Al 0.20

---

Record 9
The following is a quantum chemistry calculation of a molecular structure, C2H12LiO6 in a non-equilibrium geometry, from OMol25.

```
21
Properties=species:S:1:pos:R:3
Li 0.91840 -0.23035 -0.06420
O 1.83596 -0.19664 1.81964
C 0.67611 0.26510 2.47934
C -0.57998 0.87070 1.69129
O -1.02300 0.43852 0.43359
H 0.96808 0.98654 3.24248
H 0.21874 -0.51949 3.08210
H -0.35928 1.92766 1.54219
H -1.45427 0.86395 2.34221
O 1.86892 1.07181 -1.55957
H 1.80100 0.60838 -2.39434
H 1.50792 1.94035 -1.73718
O -2.02984 -2.22369 -0.30017
H -1.75821 -1.31891 -0.14576
H -2.03440 -2.31358 -1.25313
O -0.88245 1.54071 -2.20432
H -1.09332 1.22254 -1.32653
H -1.62375 2.09756 -2.44226
O 0.91251 -1.97339 -0.99762
H 1.33389 -2.58985 -0.39876
H 0.79698 -2.46793 -1.80899
```

Output
Relative energy (zero: lowest compared OMol25 entry of this formula, charge and spin): 0.000 eV
E_LUMO: 2.486 eV
Kohn-Sham gap: 5.1 eV
Electronic energy: -542.4201 Ha
Total charge: -1

natural (NBO) population analysis, charges in e, atoms 1 to 6: Li 0.88; O -1.03; C -0.08; C -0.08; O -1.07; H 0.10

---

Record 10
The following is a quantum chemistry calculation of a molecular structure, C2H12MgNO9 in a non-equilibrium geometry, from OMol25.

```
25
Properties=species:S:1:pos:R:3
Mg 10.11928 -30.65726 -9.16617
O 10.58770 -28.74838 -9.32666
C 11.92098 -28.58568 -8.92049
C 12.72043 -29.93132 -8.67432
O 11.97005 -31.05507 -8.30077
H 11.85529 -28.12446 -7.91141
H 12.49138 -27.89823 -9.55763
H 13.56482 -29.81193 -7.97012
H 13.27686 -30.17371 -9.60203
N 11.09628 -32.18868 -11.85403
O 12.28835 -32.12778 -12.19153
O 10.32553 -33.04694 -12.34932
O 10.66499 -31.44032 -10.92879
O 8.21288 -30.70264 -9.97973
H 7.86801 -30.85038 -10.86653
H 7.46663 -30.83076 -9.38409
O 7.79600 -27.77244 -9.06944
H 8.71348 -28.12273 -9.15202
H 7.60057 -27.82770 -8.13041
O 9.26479 -30.19420 -7.33602
H 9.50190 -29.36692 -6.89751
H 9.02153 -30.80532 -6.63249
O 9.54231 -32.59531 -8.52409
H 10.19283 -32.88355 -7.86186
H 8.77634 -33.16438 -8.40471
```

Output
E_LUMO: 1.894 eV
Kohn-Sham gap: 5.4 eV
Electronic energy: -1015.4421 Ha
Total charge: -1

natural (NBO) population analysis, charges in e, atoms 1 to 6: Mg 1.78; O -1.09; C -0.06; C -0.08; O -1.07; H 0.09

---

Record 11
The following is a quantum chemistry calculation of 3 unconnected molecules or ions with the total composition C2H12N2O2 in a non-equilibrium geometry, from OMol25.

```
18
Properties=species:S:1:pos:R:3
N 1.22077 -1.24650 -0.54329
C -0.26051 -1.24376 -0.34376
C -0.81944 0.15840 -0.58656
N -0.30823 1.16308 0.34190
H 1.60511 -2.06602 -0.06664
H 1.39015 -1.49756 -1.51978
H -0.73302 -1.93306 -1.04627
H -0.44292 -1.64294 0.65156
H -1.90464 0.09171 -0.57381
H -0.55723 0.39879 -1.62980
H -0.92119 1.95245 0.27897
H 0.68959 1.29187 0.20633
O 2.77252 1.03212 -0.31216
H 2.49725 0.10281 -0.37923
H 3.71957 1.01838 -0.29556
O -2.96270 0.87856 1.67946
H -2.97993 0.74731 2.63015
H -2.00514 0.79435 1.50850
```

Output
Relative energy (zero: lowest compared OMol25 entry of this formula, charge and spin): 0.366 eV
E_LUMO: 0.854 eV
Kohn-Sham gap: 10.0 eV
Electronic energy: -343.3797 Ha

natural (NBO) population analysis, charges in e, atoms 1 to 6: N -0.86; C -0.22; C -0.23; N -0.89; H 0.36; H 0.36

---

Record 12
The following is a quantum chemistry calculation of 3 unconnected molecules or ions with the total composition C2H12N2O2 in a non-equilibrium geometry, from OMol25.

```
18
Properties=species:S:1:pos:R:3
C -1.25936 -1.09779 -1.09372
N 0.19811 -0.83195 -1.05819
C 0.53767 -0.04957 0.12017
N -0.16395 1.27036 0.01064
H -1.52860 -1.50947 -2.06646
H -1.62385 -1.84046 -0.37601
H -1.78209 -0.15497 -0.97685
H 0.55532 -1.78653 -1.01898
H 1.59017 0.23939 0.00757
H 0.49092 -0.62475 1.04884
H 0.53889 1.87108 -0.39944
H -0.40603 1.60494 0.94457
O 0.97482 -0.09097 5.17224
H 0.44976 0.38265 4.51951
H 0.50662 -0.93618 5.29646
O -0.02448 1.12917 -3.56549
H 0.49587 1.90956 -3.57700
H 0.45021 0.51550 -2.98786
```

Output
Relative energy (zero: lowest compared OMol25 entry of this formula, charge and spin): 1.207 eV
E_LUMO: 0.438 eV
Kohn-Sham gap: 9.8 eV
Electronic energy: -343.3488 Ha

natural (NBO) population analysis, charges in e, atoms 1 to 6: C -0.44; N -0.65; C -0.07; N -0.84; H 0.20; H 0.16

---

Record 13
The following is a quantum chemistry calculation of 3 unconnected molecules or ions with the total composition C2H12N2O2 in a non-equilibrium geometry, from OMol25.

```
18
Properties=species:S:1:pos:R:3
N 0.54201 -0.74530 -1.16009
C -0.76207 0.04139 -1.33658
C -1.08215 1.39751 -0.67307
N -1.20363 1.16862 0.73836
H 1.31483 -0.03247 -1.01742
H 0.41473 -1.13783 -0.24381
H -1.02903 0.22142 -2.34825
H -1.55285 -0.72319 -1.03207
H -1.98976 1.82182 -1.05678
H -0.21842 2.12574 -1.12646
H -0.79337 0.21220 0.96758
H -0.43953 1.59963 1.26398
O 2.80705 1.13510 1.32812
H 2.10888 1.16287 0.62827
H 2.25932 0.93286 2.13831
O -0.18466 -2.73811 1.22030
H 0.46632 -3.44833 1.28483
H -0.65770 -2.99393 0.42479
```

Output
Relative energy (zero: lowest compared OMol25 entry of this formula, charge and spin): 1.746 eV
E_LUMO: 0.509 eV
Kohn-Sham gap: 10.3 eV
Electronic energy: -343.3290 Ha

natural (NBO) population analysis, charges in e, atoms 1 to 6: N -0.81; C -0.24; C -0.23; N -0.82; H 0.33; H 0.36